{
  "formula": "C32H49Cl4N5O4PbSSi4",
  "method": "ωB97M-V/def2-TZVPD",
  "molar_mass_g_mol": 1061.198,
  "lumo_energy_ev": 4.2,
  "charge": -2,
  "elements": ["Pb", "C", "C", "N", "C", "C", "C", "S", "N", "C", "O", "C", "C", "C", "C", "C", "C", "H", "H", "H", "H", "H", "H", "H", "H", "H", "H", "H", "H", "H", "H", "H", "Cl", "C", "C", "Cl", "C", "Cl", "C", "O", "C", "O", "C", "Cl", "C", "Si", "C", "C", "Si", "Si", "C", "C", "C", "Si", "C", "C", "C", "H", "H", "H", "H", "H", "H", "H", "H", "H", "H", "H", "H", "H", "H", "H", "H", "H", "H", "H", "H", "H", "H", "H", "H", "H", "H", "H", "C", "N", "C", "C", "C", "N", "C", "O", "N", "H", "H", "H", "H", "H", "H", "H"],
  "positions_angstrom": [[0.35335, 1.02617, -0.19677], [0.70960, 2.43433, 4.23148], [-0.78926, 2.59352, 4.45978], [-1.56837, 2.44152, 3.23838], [-2.10480, 3.64437, 2.61493], [-1.09391, 4.40124, 1.76261], [-1.69295, 1.20947, 2.68210], [-2.38407, 1.03222, 1.11744], [-1.37663, 0.17696, 3.46587], [-0.74669, -0.90491, 2.98724], [0.09261, -0.91841, 2.07980], [-1.03227, -2.20415, 3.70460], [-2.02710, -2.30339, 4.67074], [-2.29305, -3.52262, 5.27878], [-1.56428, -4.65074, 4.92286], [-0.57015, -4.55444, 3.95671], [-0.30452, -3.33593, 3.34835], [1.25509, 2.52835, 5.17594], [1.08723, 3.18271, 3.53339], [0.91095, 1.45239, 3.80476], [-1.01058, 3.58573, 4.85926], [-1.12655, 1.85095, 5.18538], [-2.48773, 4.28317, 3.41818], [-2.94207, 3.34260, 1.98985], [-0.23617, 4.73436, 2.35312], [-1.56049, 5.27979, 1.31170], [-0.74200, 3.76509, 0.94948], [-2.58807, -1.41302, 4.92335], [-3.07573, -3.59610, 6.02522], [-1.77523, -5.60495, 5.39249], [-0.00411, -5.43259, 3.66862], [0.46229, -3.23959, 2.58833], [0.57053, 6.86423, -4.35830], [1.01217, 5.34359, -3.63986], [2.24061, 4.77835, -3.90230], [3.37093, 5.56986, -4.96053], [2.57688, 3.55241, -3.30260], [4.12872, 2.82129, -3.60057], [1.71294, 2.87069, -2.44394], [2.02286, 1.74405, -1.87876], [0.41814, 3.46500, -2.17163], [-0.41353, 2.85727, -1.37933], [0.11845, 4.68660, -2.77567], [-1.43241, 5.38779, -2.41867], [-3.02713, -1.10437, -4.63218], [-2.42589, 0.09422, -3.28901], [-3.89913, 0.45364, -2.17217], [-1.98942, 1.69848, -4.16703], [-0.63998, -0.76362, -2.05773], [1.10455, -1.27799, -3.53693], [0.77462, -2.87349, -4.51506], [2.72021, -1.55041, -2.61836], [1.37306, 0.05987, -4.83794], [-1.26739, -2.79970, -1.08434], [-2.06892, -4.02807, -2.29227], [-2.52745, -2.57670, 0.29585], [0.26988, -3.65992, -0.42207], [-3.80624, -0.62341, -5.23485], [-3.44445, -2.01824, -4.20314], [-2.21107, -1.39105, -5.30120], [-4.75420, 0.79755, -2.76458], [-3.64246, 1.23724, -1.45514], [-4.20326, -0.42845, -1.60314], [-2.86604, 2.08020, -4.70256], [-1.18021, 1.56418, -4.88765], [-1.67938, 2.44922, -3.43904], [0.78181, -3.74365, -3.85312], [1.55986, -3.01637, -5.26632], [-0.18984, -2.84909, -5.02924], [2.60941, -2.21099, -1.75521], [3.09584, -0.59283, -2.25704], [3.46966, -1.98123, -3.29256], [0.56614, 0.05672, -5.57671], [2.31617, -0.12089, -5.36472], [1.42712, 1.05273, -4.38877], [-3.03785, -3.66731, -2.64570], [-2.23475, -4.98020, -1.77411], [-1.44066, -4.21955, -3.16354], [-3.51433, -2.36910, -0.12992], [-2.26859, -1.73542, 0.94163], [-2.60474, -3.48351, 0.90580], [0.92049, -3.96523, -1.24714], [-0.00312, -4.55986, 0.14142], [0.85227, -3.00818, 0.23395], [2.62757, -1.67376, 4.28689], [3.13128, -0.82498, 3.22097], [3.52021, 0.44144, 3.48352], [3.88482, 1.28765, 2.50232], [3.74647, 0.79749, 1.15794], [3.39420, -0.43943, 0.88777], [3.12144, -1.32366, 1.88954], [2.89448, -2.50953, 1.71769], [3.97431, 1.64433, 0.13003], [3.15243, -1.43883, 5.21369], [2.79975, -2.70980, 4.01258], [1.55541, -1.52595, 4.42458], [3.51295, 0.72916, 4.52759], [4.18706, 2.30238, 2.71355], [3.98609, 2.62481, 0.35707], [3.49636, 1.44830, -0.75561]]
}